7
Properties=species:S:1:pos:R:3 method="wB97M-V/def2-TZVPD" e_above_lowest_ev=0.702 charge=-1 e_lumo_ev="3.7556 / 3.7390" multiplicity=2 energy_ev=-23782.33628 orbital_gap_ev="3.74 / 6.90" max_force_ev_per_a=3.498
S -1.7771 -0.6489 -0.1383
S -0.9837 1.1185 -1.1432
H -1.6707 -1.4396 -1.2126
H -0.4922 1.6767 -0.0305
H 2.2437 -0.4249 1.4036
H 1.1829 -0.3134 0.1424
O 1.4971 0.0316 0.9787